{"formula": "C6H12Si", "method": "ωB97M-V/def2-TZVPD", "energy_ha": -525.19481, "fmax_ev_per_a": 4.88, "orbital_gap_ev": 8.16, "de_lowest_kcal_mol": 66.6, "total_charge": 0, "species": ["C", "C", "C", "C", "C", "C", "Si", "H", "H", "H", "H", "H", "H", "H", "H", "H", "H", "H", "H"], "positions_angstrom": [[-3.23, -0.21, 0.57], [-2.16, 0.14, -0.06], [-0.15, -0.70, -1.48], [-1.08, -0.71, -0.26], [1.34, 1.88, -0.09], [2.24, -1.07, 0.80], [0.92, -0.02, -0.07], [-4.06, 0.38, 0.83], [-3.20, -1.19, 0.78], [-2.24, 1.10, -0.53], [-0.13, -1.67, -1.92], [-0.67, -0.07, -2.26], [-1.13, -1.65, 0.26], [2.03, 2.13, 0.62], [1.60, 2.35, -1.15], [0.38, 2.20, 0.14], [2.03, -1.13, 1.96], [2.20, -2.06, 0.43], [3.20, -0.67, 0.64]]}